64
Properties=species:S:1:pos:R:3:forces:R:3 method="wB97M-V/def2-TZVPD" multiplicity=5 total_charge=+3 lumo_energy_ev="-7.8 / -11.1" relative_energy_ev=0.092 energy_ev=-104139.5239 homo_energy_ev="-16.70 / -17.07"
Co 0.0882 -0.3668 0.5729 -0.012 -0.097 0.181
C -0.1029 0.2723 4.1230 0.022 0.014 -0.143
P -0.1950 -0.9901 2.8198 -0.117 -0.201 0.545
C 0.6799 -2.4068 3.5582 0.064 0.121 -0.124
C -1.9344 -1.5369 2.7296 0.133 0.044 -0.010
C -2.7479 -1.4785 3.8572 0.002 -0.027 -0.049
C -4.0550 -1.9405 3.7979 0.004 0.019 0.054
C -4.5561 -2.4690 2.6179 -0.041 0.002 -0.013
C -3.7564 -2.5278 1.4859 0.049 -0.012 -0.018
C -2.4457 -2.0636 1.5314 0.145 0.145 -0.082
P -1.3696 -2.1334 0.0640 -0.499 -0.622 -0.087
C -0.8386 -3.8760 -0.0154 0.122 0.207 -0.050
C -2.4319 -1.9898 -1.4051 0.115 0.074 0.041
H -0.8329 1.0635 3.9572 -0.012 -0.011 -0.014
H 0.8955 0.7098 4.1348 0.007 -0.020 -0.001
H -0.2784 -0.1944 5.0920 -0.031 0.037 0.022
H 0.1192 -2.7028 4.4455 0.045 -0.050 0.021
H 1.6892 -2.1177 3.8524 0.000 0.005 -0.005
H 0.7378 -3.2532 2.8770 -0.029 -0.007 -0.017
H -2.3739 -1.0746 4.7889 -0.011 0.002 0.005
H -4.6810 -1.8859 4.6784 -0.007 -0.018 -0.009
H -5.5742 -2.8322 2.5768 0.005 -0.003 -0.003
H -4.1641 -2.9398 0.5715 -0.021 0.006 0.017
H -1.7379 -4.4910 -0.0554 0.026 -0.059 -0.002
H -0.2604 -4.1567 0.8625 0.009 0.003 0.017
H -0.2420 -4.0520 -0.9110 -0.013 -0.043 0.007
H -3.1428 -2.8150 -1.4291 -0.039 0.027 -0.018
H -1.8049 -2.0657 -2.2950 -0.022 -0.004 -0.005
H -2.9665 -1.0413 -1.4278 0.000 -0.002 0.054
S -1.5608 1.2418 0.6555 -0.719 0.578 -0.232
C -1.9711 2.6435 -0.2415 0.338 -0.441 0.392
C -1.0184 3.6052 -0.6495 -0.024 0.252 -0.169
C -1.4363 4.7487 -1.2833 0.203 -0.077 0.057
C -2.8010 4.9558 -1.5311 -0.053 -0.036 0.026
C -3.7501 4.0171 -1.1171 -0.122 -0.104 0.029
C -3.3519 2.8759 -0.4631 -0.114 0.157 -0.075
H 0.0219 3.4662 -0.3961 0.019 -0.023 0.007
H -0.7140 5.5016 -1.5692 -0.039 0.021 -0.016
H -3.1256 5.8601 -2.0289 0.013 0.006 -0.001
H -4.8025 4.1916 -1.2959 0.018 0.033 -0.021
H -4.0741 2.1477 -0.1195 0.002 0.012 0.016
C 4.2636 -0.5505 -2.8928 0.158 -0.125 0.100
N 2.9679 0.1385 -3.3641 0.060 0.002 -0.072
C 3.1788 1.6582 -3.2466 -0.033 0.229 0.086
N 3.5422 2.0029 -1.9183 0.169 0.109 -0.052
C 4.7741 1.3209 -1.5203 -0.063 -0.019 -0.024
N 4.5855 -0.1271 -1.5786 0.208 0.036 -0.023
C 3.7114 -0.6365 -0.5423 -0.278 -0.079 0.209
P 1.9842 0.0688 -0.7323 1.035 0.325 -0.834
C 1.7976 -0.3183 -2.5577 -0.351 -0.115 0.356
C 2.4737 1.8600 -0.9473 -0.109 -0.170 0.101
H 5.0481 -0.2641 -3.5930 -0.062 0.055 -0.041
H 4.1090 -1.6280 -2.9459 -0.076 0.022 -0.020
H 2.8020 -0.0954 -4.3465 0.019 -0.015 0.003
H 2.2554 2.1483 -3.5551 -0.033 -0.077 0.005
H 3.9749 1.9223 -3.9420 0.015 -0.094 -0.023
H 5.0527 1.6187 -0.5113 -0.013 -0.010 0.001
H 5.5792 1.6092 -2.1963 -0.014 -0.019 -0.009
H 4.1036 -0.3516 0.4351 -0.010 -0.027 0.012
H 3.6764 -1.7268 -0.5779 -0.021 -0.001 0.013
H 0.8938 0.1614 -2.9375 0.043 0.014 -0.072
H 1.6902 -1.3969 -2.6839 0.009 0.008 -0.058
H 2.7992 2.2602 0.0146 -0.037 0.027 -0.005
H 1.6032 2.4263 -1.2762 -0.031 0.017 0.017


35
Properties=species:S:1:pos:R:3:forces:R:3 method="wB97M-V/def2-TZVPD" multiplicity=5 total_charge=+4 lumo_energy_ev="-15.6 / -18.8" relative_energy_ev=0.970 energy_ev=-28209.8055 homo_energy_ev="-23.61 / -23.23"
C -1.9403 2.8137 0.2440 1.847 -2.242 1.061
N -0.8726 1.9651 0.2578 -3.823 1.023 1.423
N -0.0587 2.2642 -0.8135 -0.157 1.818 -1.237
C -0.5617 3.3531 -1.4296 2.797 -2.363 -0.109
C -1.7475 3.7197 -0.8056 -1.466 1.218 0.079
B 1.3455 1.6401 -1.1152 1.349 0.659 -1.591
N 1.9522 1.0839 0.2126 2.381 0.538 0.296
N 1.2367 0.5676 1.2756 2.542 -1.259 2.771
C 2.1164 0.3014 2.2898 -3.114 0.091 -1.418
C 3.3913 0.6641 1.8612 1.333 -0.322 1.606
C 3.2465 1.1633 0.5770 -2.158 0.833 -3.306
Os -0.7885 0.1367 1.3392 -0.779 0.640 -0.434
N 1.4431 0.6856 -2.3705 1.060 1.419 -0.718
N 0.8989 -0.5784 -2.4220 -0.412 -1.372 -1.355
C 1.1311 -1.0624 -3.6487 -0.385 0.169 1.293
C 1.8811 -0.1265 -4.4014 -0.479 -1.544 -0.662
C 2.0704 0.9593 -3.5475 -0.528 1.588 3.036
H 0.7821 -2.0357 -3.9776 0.037 0.089 0.210
H 2.6024 1.8874 -3.6915 0.068 0.063 -0.176
H 2.2292 -0.2288 -5.4067 0.211 -0.021 -0.505
H 2.0753 2.5739 -1.4132 -0.477 -0.441 0.165
H 3.9723 1.5710 -0.1108 0.241 0.037 0.047
H -0.0116 3.7977 -2.2412 -0.092 0.248 -0.238
H 4.3105 0.5785 2.4073 0.417 -0.061 0.305
H -2.3617 4.5606 -1.0692 -0.328 0.294 -0.071
H 1.7970 -0.1293 3.2280 -0.011 -0.007 0.157
H -2.7479 2.7265 0.9611 0.020 0.106 0.056
H 0.5997 -1.5617 0.2865 -0.077 -0.426 0.044
C 0.1721 -2.1749 1.0915 0.973 -0.436 -0.784
H 0.9914 -2.5595 1.7011 -0.229 0.157 0.330
H -0.5591 -1.6543 1.7968 -0.355 -0.637 0.835
H -0.3606 -3.0081 0.6275 -0.407 0.187 0.291
O -2.4647 -0.7969 -0.9097 2.248 1.162 3.951
N -1.8088 -0.4671 0.0186 -2.471 -1.252 -4.312
O -1.5565 0.4125 2.8884 0.224 0.043 -1.040


48
Properties=species:S:1:pos:R:3:forces:R:3 method="wB97M-V/def2-TZVPD" multiplicity=1 total_charge=-1 lumo_energy_ev=1.7 energy_ev=-604602.9624 homo_energy_ev=-3.22
S -1.7659 -2.9228 4.5249 -0.222 0.401 0.421
P -2.8067 -2.7168 2.8422 2.107 -2.609 -1.102
N -2.0758 -3.5100 1.5499 -1.930 2.340 1.520
C -1.6341 -2.5682 0.5270 0.672 -1.150 -0.313
C -0.1477 -2.1251 0.7378 -0.710 0.506 -0.450
C 0.0150 -0.7223 1.3550 1.180 -0.568 -0.132
S -0.7216 0.6443 0.3766 -0.405 0.402 -0.227
H -4.0831 -3.3110 3.1116 0.106 0.603 -0.238
H -3.0063 -1.3245 2.6032 -0.395 -0.234 -0.255
H -2.3121 -1.7022 0.3852 0.309 0.072 -0.003
H -1.6412 -3.1161 -0.4339 -0.143 0.306 0.325
H 0.3906 -2.1808 -0.2210 -0.032 0.236 0.131
H 0.2931 -2.8735 1.4045 -0.050 0.200 0.046
H -0.3624 -0.7302 2.3824 -0.247 0.280 -0.227
H 1.0906 -0.5246 1.4160 -0.217 0.156 0.129
H 0.2973 1.4429 -0.0926 -0.242 -0.990 0.688
Br -2.3076 -2.7182 -3.0567 -0.101 -0.033 -0.281
C -4.0702 -1.9077 -3.1990 0.343 0.093 0.027
C -4.6957 -1.7242 -1.8415 -0.276 -0.134 0.049
Br -5.3714 -3.4056 -1.1310 0.083 0.094 0.020
H -4.6603 -2.5391 -3.8563 -0.052 0.007 0.069
H -3.9037 -0.9447 -3.6770 -0.030 -0.032 0.035
H -5.5655 -1.0711 -1.9081 0.019 -0.004 -0.071
H -3.9999 -1.3289 -1.1047 0.067 -0.067 -0.042
Br -5.0603 1.5067 -4.3253 0.000 0.047 0.010
C -4.7037 1.8822 -2.4462 -0.241 -0.021 -0.075
C -4.0514 3.2253 -2.2652 0.319 0.000 0.156
Br -2.1694 3.1644 -2.7562 -0.051 0.071 -0.064
H -4.0941 1.0651 -2.0701 0.067 0.075 0.011
H -5.6775 1.8590 -1.9606 0.025 0.038 0.009
H -4.0648 3.5154 -1.2165 -0.027 -0.077 0.007
H -4.5116 4.0070 -2.8616 -0.040 -0.069 -0.027
Br 2.0343 2.0554 -2.0393 0.152 0.053 -0.018
C 3.9033 2.0848 -1.4880 -0.134 0.044 -0.288
C 4.3905 0.7172 -1.0915 0.127 -0.040 0.230
Br 3.7406 0.2116 0.6705 -0.051 -0.030 -0.119
H 3.9839 2.8126 -0.6865 0.032 -0.074 0.040
H 4.4507 2.4449 -2.3572 0.035 -0.043 0.023
H 5.4753 0.7097 -1.0080 -0.013 0.060 0.002
H 4.0756 -0.0625 -1.7785 -0.076 0.063 -0.010
Br 7.2644 1.6286 1.1642 0.061 -0.025 0.049
C 6.3615 1.3945 2.8744 -0.042 0.188 -0.106
C 7.2084 1.8893 4.0169 0.043 -0.184 0.153
Br 8.6420 0.6398 4.4412 0.014 0.092 -0.036
H 6.1098 0.3420 2.9544 0.027 0.015 0.018
H 5.4459 1.9766 2.7958 0.015 -0.012 0.018
H 6.6146 1.9635 4.9256 -0.046 -0.027 -0.047
H 7.6767 2.8472 3.8132 -0.027 -0.019 -0.053


101
Properties=species:S:1:pos:R:3:forces:R:3 method="wB97M-V/def2-TZVPD" multiplicity=1 total_charge=0 smiles="COC[C@H](C)N.NC(N)=O.NC(N)=O.NC(N)=O.NC(N)=O.NC(N)=O.NC(N)=O.NC(N)=O.NC(N)=O.NC(N)=O.CO.CO" lumo_energy_ev=0.3 relative_energy_ev=0.000 energy_ev=-69338.9111 homo_energy_ev=-9.06
C -4.8618 -3.1697 3.9045 1.387 1.038 -0.358
O -4.8457 -1.7873 3.5150 -0.905 -0.427 -0.332
C -5.2312 -1.5165 2.1661 0.053 -0.341 0.154
C -4.0097 -1.4827 1.2752 -0.537 0.998 -0.894
C -2.8689 -0.6363 1.7904 0.465 1.250 0.369
N -4.4166 -0.8817 -0.0352 0.323 -2.074 0.312
H -3.9453 -3.6849 3.5256 -0.618 0.169 0.199
H -5.7412 -3.6560 3.5093 -0.377 -0.301 0.197
H -4.7990 -3.1154 4.9938 -0.303 -0.477 -0.154
H -5.9801 -2.2553 1.7207 0.713 0.700 0.850
H -5.6648 -0.5122 2.1221 -0.171 -0.128 0.323
H -3.6449 -2.5176 1.1850 0.023 0.158 -0.388
H -2.6809 -0.8413 2.8637 0.151 -0.056 -0.653
H -3.0250 0.5088 1.6929 -0.114 -1.953 0.075
H -2.0220 -0.9208 1.1438 0.135 0.398 0.527
H -5.3667 -1.1612 -0.2101 -0.422 0.026 -0.286
H -4.3650 0.1282 -0.0245 0.022 0.231 0.205
N 2.6197 -1.0546 3.7893 0.741 -0.545 1.341
C 1.7975 -2.0106 3.2707 0.738 -1.404 -1.135
N 0.4885 -1.7087 3.0034 -0.959 -0.001 0.468
O 2.2564 -3.1009 2.8787 -0.182 0.700 0.388
H 2.2324 -0.1668 4.1194 -0.052 -0.271 -0.057
H 3.3927 -1.4747 4.3655 -1.128 0.812 -1.130
H -0.0854 -2.4975 2.6552 0.745 0.749 0.318
H 0.0266 -1.0379 3.6196 0.208 -0.210 -0.299
N -2.4305 -2.3620 -1.6405 -0.219 -0.476 -0.701
C -2.1422 -1.8578 -2.8463 1.669 1.460 -1.395
N -3.1802 -1.1613 -3.4708 0.152 -0.804 0.909
O -1.0123 -1.8951 -3.3982 -1.259 -0.533 0.747
H -1.8120 -2.9262 -1.1169 1.111 -0.276 0.323
H -3.2232 -2.0374 -1.1371 -1.017 0.605 0.379
H -3.8688 -0.8554 -2.8035 -0.357 0.230 -0.101
H -2.8971 -0.4663 -4.1377 0.248 0.043 0.063
N -0.6719 2.7471 -5.5662 0.220 0.618 -0.162
C -0.4027 2.4739 -4.2389 -1.580 -1.230 -0.477
N -0.4670 1.1457 -3.9029 1.221 -0.184 1.452
O -0.3318 3.3113 -3.3501 0.325 0.998 -0.101
H -0.9257 2.0111 -6.2219 0.218 0.397 0.532
H -0.8299 3.7130 -5.8683 0.203 -0.824 0.454
H -0.2812 0.3956 -4.5506 -0.082 0.075 -0.177
H -0.0446 0.9666 -2.9518 -0.596 0.233 -1.128
N -0.8869 2.1609 3.2127 0.156 0.428 0.353
C 0.4414 2.1003 3.5446 0.694 -1.910 -0.297
N 1.3345 2.8249 2.8107 -1.459 -0.497 0.778
O 0.9398 1.2287 4.3125 -1.510 0.968 -0.404
H -1.2022 3.0147 2.7770 0.012 -0.028 -0.204
H -1.5834 1.6365 3.7294 0.566 0.136 0.086
H 1.1086 3.5524 2.1449 -0.175 0.145 0.113
H 2.1924 2.6103 3.2229 1.953 0.311 0.029
N 1.8147 -4.5535 0.1956 -0.233 0.206 -0.038
C 0.5548 -4.3292 -0.2289 0.316 -0.121 0.703
N 0.0346 -5.1081 -1.1686 -0.169 -1.386 -2.097
O -0.1949 -3.4913 0.2725 -0.619 1.012 0.921
H 2.5199 -4.7951 -0.4945 0.086 0.117 0.689
H 2.0197 -4.0420 1.0568 0.557 -0.134 -0.357
H -0.8001 -4.7318 -1.6094 0.430 -0.461 0.001
H 0.5767 -5.8255 -1.6576 -0.440 0.638 0.355
N -1.1318 5.3151 -0.5166 -0.340 -0.198 2.009
C -0.0827 4.6699 0.0832 -0.303 -1.777 0.297
N 0.9340 4.3071 -0.7075 0.279 0.195 -2.214
O -0.1401 4.2474 1.2412 -0.645 1.359 0.340
H -1.7257 5.7680 0.1642 -0.123 -0.161 -0.190
H -1.0389 5.7962 -1.3616 0.508 0.636 -1.297
H 0.6004 4.0992 -1.6559 0.579 0.190 0.108
H 1.5959 3.6082 -0.4020 -0.381 -0.070 0.378
N 4.1876 -1.5562 0.5083 0.314 0.546 -2.684
C 4.5941 -2.4259 -0.5624 0.220 -0.067 -0.036
N 4.7897 -1.7697 -1.7619 0.491 -1.666 -0.359
O 4.8124 -3.6394 -0.4428 -0.632 1.626 0.209
H 3.8167 -0.6124 0.1621 0.439 -2.081 1.077
H 3.6744 -2.0526 1.2146 -0.419 0.022 0.308
H 4.5901 -0.8129 -1.8889 -0.397 1.108 -0.090
H 5.0839 -2.2826 -2.6161 -0.399 0.406 1.514
N -3.4176 2.8902 -2.0451 0.583 -0.193 -0.271
C -3.2115 2.1770 -0.9161 0.866 -0.815 1.685
N -1.9314 1.9028 -0.5062 -0.503 0.645 -1.361
O -4.1478 1.7696 -0.2484 -1.188 0.493 0.495
H -4.2984 3.3717 -2.0663 0.016 0.016 -0.173
H -2.5927 3.3182 -2.4102 0.186 0.587 -0.492
H -1.6923 1.5264 0.3905 -0.337 -0.226 0.109
H -1.1794 2.1472 -1.1095 0.772 0.152 -0.231
N 0.5034 -1.0374 -0.8255 -0.158 -1.703 -3.125
C 0.8313 0.1644 -0.3959 0.259 2.383 -0.336
N 0.8084 0.3571 0.9241 -0.246 -1.523 1.762
O 1.1000 1.1570 -1.1481 -0.260 -1.063 -0.227
H 0.2089 -1.8630 -0.3014 0.210 0.491 0.576
H 0.4729 -1.2344 -1.8635 -0.019 0.640 1.636
H 0.6764 -0.4863 1.5376 0.151 1.390 -0.630
H 1.0375 1.2454 1.3556 0.112 -0.196 -0.405
C 4.0879 2.1333 -3.5035 -0.184 -0.503 -0.997
O 3.6326 1.0329 -2.7491 -0.387 -0.084 0.438
H 3.2740 2.3276 -4.2569 1.187 0.451 0.379
H 4.3458 3.0072 -2.8994 -0.343 0.078 0.015
H 5.0147 1.7859 -3.9767 -0.258 0.357 -0.287
H 2.6785 1.1712 -2.6698 -0.013 -0.429 0.740
C 6.2264 0.7799 1.5729 -1.847 0.782 -0.240
O 5.0741 0.5289 2.3866 0.242 1.986 -0.161
H 6.5681 1.7258 1.9467 0.663 0.373 0.059
H 6.8967 -0.0021 1.7439 1.519 -1.000 -0.013
H 6.0409 0.9113 0.4751 -0.213 -0.347 0.789
H 4.8247 -0.3685 2.3423 -0.361 -1.607 -0.384


Repeat the second record exactly.
35
Properties=species:S:1:pos:R:3:forces:R:3 method="wB97M-V/def2-TZVPD" multiplicity=5 total_charge=+4 lumo_energy_ev="-15.6 / -18.8" relative_energy_ev=0.970 energy_ev=-28209.8055 homo_energy_ev="-23.61 / -23.23"
C -1.9403 2.8137 0.2440 1.847 -2.242 1.061
N -0.8726 1.9651 0.2578 -3.823 1.023 1.423
N -0.0587 2.2642 -0.8135 -0.157 1.818 -1.237
C -0.5617 3.3531 -1.4296 2.797 -2.363 -0.109
C -1.7475 3.7197 -0.8056 -1.466 1.218 0.079
B 1.3455 1.6401 -1.1152 1.349 0.659 -1.591
N 1.9522 1.0839 0.2126 2.381 0.538 0.296
N 1.2367 0.5676 1.2756 2.542 -1.259 2.771
C 2.1164 0.3014 2.2898 -3.114 0.091 -1.418
C 3.3913 0.6641 1.8612 1.333 -0.322 1.606
C 3.2465 1.1633 0.5770 -2.158 0.833 -3.306
Os -0.7885 0.1367 1.3392 -0.779 0.640 -0.434
N 1.4431 0.6856 -2.3705 1.060 1.419 -0.718
N 0.8989 -0.5784 -2.4220 -0.412 -1.372 -1.355
C 1.1311 -1.0624 -3.6487 -0.385 0.169 1.293
C 1.8811 -0.1265 -4.4014 -0.479 -1.544 -0.662
C 2.0704 0.9593 -3.5475 -0.528 1.588 3.036
H 0.7821 -2.0357 -3.9776 0.037 0.089 0.210
H 2.6024 1.8874 -3.6915 0.068 0.063 -0.176
H 2.2292 -0.2288 -5.4067 0.211 -0.021 -0.505
H 2.0753 2.5739 -1.4132 -0.477 -0.441 0.165
H 3.9723 1.5710 -0.1108 0.241 0.037 0.047
H -0.0116 3.7977 -2.2412 -0.092 0.248 -0.238
H 4.3105 0.5785 2.4073 0.417 -0.061 0.305
H -2.3617 4.5606 -1.0692 -0.328 0.294 -0.071
H 1.7970 -0.1293 3.2280 -0.011 -0.007 0.157
H -2.7479 2.7265 0.9611 0.020 0.106 0.056
H 0.5997 -1.5617 0.2865 -0.077 -0.426 0.044
C 0.1721 -2.1749 1.0915 0.973 -0.436 -0.784
H 0.9914 -2.5595 1.7011 -0.229 0.157 0.330
H -0.5591 -1.6543 1.7968 -0.355 -0.637 0.835
H -0.3606 -3.0081 0.6275 -0.407 0.187 0.291
O -2.4647 -0.7969 -0.9097 2.248 1.162 3.951
N -1.8088 -0.4671 0.0186 -2.471 -1.252 -4.312
O -1.5565 0.4125 2.8884 0.224 0.043 -1.040